1.
Computed, not measured: a structure of composition C18H3Cl3F4N4PdS, with the ωB97M-V functional and the def2-TZVPD basis.

Summary:
* Kohn-Sham gap (alpha / beta): 4.8 / 4.8 eV
* E_LUMO (alpha / beta): 0.11854 / 0.11851 Eh
* relative energy (zero: lowest compared OMol25 entry of this formula, charge and spin): 6.8 kcal per mole

```
! RIJCOSX wB97M-V def2-TZVPD def2/J DEFGRID3
* xyz -2 1
Pd -0.387 0.822 2.283
Cl 3.029 4.966 1.231
Cl 1.039 -0.367 3.558
Cl -1.879 3.183 2.565
S 1.137 2.512 1.702
F -0.294 -5.563 -0.180
F -0.277 -1.044 -3.063
F -0.638 -0.855 -0.586
F 0.192 -5.786 -2.617
N 0.972 -5.639 -5.695
N -0.587 -5.030 2.872
N -1.619 -0.807 2.232
N 1.313 -1.388 -5.785
C -0.591 -4.115 2.156
C -0.494 -3.188 -0.201
C -0.197 -2.198 -2.404
C 0.010 -4.538 -2.187
C 1.411 5.259 1.765
C 0.760 -4.696 -5.065
C -0.798 -3.029 1.257
C -0.308 6.829 2.451
C -1.242 -1.866 1.853
C 1.005 6.557 2.039
C -0.736 4.503 2.342
C -0.256 -4.388 -0.851
C 0.139 -3.410 -3.055
C 0.957 -2.285 -5.146
C -0.448 -2.109 -1.060
C 0.575 -3.462 -4.406
C -1.197 5.795 2.617
C 0.557 4.109 1.934
H -0.614 7.860 2.642
H -2.218 5.980 2.885
H 1.684 7.390 1.917
*
```



2.
Computed, not measured: a cluster of 3 separate species, C18H40BF2I3N3O14P4S in total, with the ωB97M-V functional and the def2-TZVPD basis.

Summary:
* Kohn-Sham gap: 6.2 eV
* E_LUMO: -0.15513 Eh

```
! RIJCOSX wB97M-V def2-TZVPD def2/J DEFGRID3
* xyz 1 1
I 2.265 2.538 0.325
I 4.636 -0.288 3.131
I 1.352 -0.919 3.928
S 0.592 -4.352 -0.843
P 5.254 7.080 0.579
P -1.847 -0.171 1.907
P -6.269 0.638 -3.183
P -3.629 -2.912 1.705
F 1.941 -2.236 -0.413
F 1.915 -4.851 -1.484
O 4.053 6.063 0.096
O -4.703 -3.709 2.643
O -0.102 -5.354 -0.103
O 1.837 -5.466 3.056
O 6.423 8.179 0.225
O -1.361 1.088 2.939
O 6.280 5.826 0.691
O -2.917 0.305 0.735
O -7.560 -0.337 -3.135
O -0.163 -3.889 -1.952
O 4.753 7.538 1.901
O -6.564 1.135 -1.648
O -6.338 0.891 -4.801
O -4.982 -0.102 -3.016
N -0.790 -1.610 1.518
N -2.035 -3.475 2.312
N 0.227 -3.465 2.559
C 1.269 0.619 0.539
C 0.418 0.415 -0.704
C -0.273 -0.956 -0.940
C 2.272 -2.138 2.416
C 2.702 6.531 0.217
C -5.912 -0.191 -5.632
C 1.456 -3.269 1.706
C -0.915 -2.820 2.158
C -5.472 1.743 -0.951
C -0.316 -2.016 0.155
C -3.827 -3.638 0.006
C 4.435 -2.607 1.199
C 3.561 -1.858 2.164
C 7.377 5.691 -0.222
C -8.722 -0.064 -3.936
C 7.257 8.585 1.312
C 0.964 -2.942 0.264
C 3.203 -5.463 0.997
B 2.153 -4.750 1.916
H 2.351 6.389 1.237
H 3.979 -5.900 1.629
H -3.360 -2.935 -0.685
H -4.907 2.408 -1.601
H 4.743 -3.546 1.666
H 0.985 -5.900 2.923
H 4.018 -2.835 0.224
H 3.619 -4.892 0.176
H -6.253 -1.150 -5.243
H -4.901 -3.705 -0.160
H -0.347 1.198 -0.714
H -3.351 -4.621 -0.056
H -1.313 -0.755 -1.215
H 7.258 6.310 -1.108
H 0.738 0.725 1.482
H -5.876 2.328 -0.126
H -4.828 -0.188 -5.723
H -3.141 -0.393 0.101
H 2.688 -6.328 0.554
H -8.739 0.959 -4.305
H 2.621 7.577 -0.069
H -9.607 -0.239 -3.328
H 6.763 9.360 1.893
H 0.137 -1.407 -1.841
H -6.350 -0.024 -6.614
H 7.449 4.648 -0.523
H 2.090 -0.074 0.682
H 0.429 -3.504 3.550
H -1.106 -2.709 -0.165
H -8.739 -0.747 -4.785
H -4.566 -4.668 2.602
H -4.825 0.972 -0.552
H -1.985 -4.381 2.765
H 7.513 7.742 1.953
H 2.084 5.938 -0.456
H 1.038 0.638 -1.573
H 8.166 8.995 0.874
H 8.301 5.974 0.284
H 5.365 -2.066 1.030
H -2.038 1.789 2.883
*
```



3.
Computed, not measured: a cluster of 3 separate species, C18H40F2NO10P2 in total, with the ωB97M-V functional and the def2-TZVPD basis.

Summary:
* Kohn-Sham gap: 5.0 eV
* E_LUMO: 0.08476 Eh

```
! RIJCOSX wB97M-V def2-TZVPD def2/J DEFGRID3
* xyz -1 1
P 3.230 0.540 -3.137
P -3.681 -1.570 0.684
F 2.021 5.108 3.989
F 0.890 1.032 1.926
O -2.925 -0.349 1.036
O -2.513 -2.484 0.023
O 3.290 2.106 -3.557
O 1.785 0.594 -2.431
O -3.949 -2.357 2.080
O 3.913 -0.678 -2.645
O 2.901 0.451 4.106
O -4.868 -2.306 -0.149
O 3.463 -1.109 2.815
O 2.825 0.053 -4.650
N 2.587 -0.729 3.534
C -4.182 -4.165 -1.634
C 2.144 2.295 -0.689
C -4.708 -2.753 -1.512
C 2.328 3.906 4.679
C 1.777 1.456 4.207
C -0.510 2.108 3.575
C -0.253 -2.163 0.840
C 2.391 -2.309 -4.967
C 1.709 0.883 -1.013
C -1.222 -1.950 -0.305
C 0.625 1.091 3.375
C -1.378 1.605 4.752
C 3.335 -1.148 -5.213
C 3.781 2.567 -4.831
C -4.857 -1.787 3.026
C -6.292 -1.772 2.531
C 2.411 2.754 3.672
C 2.717 2.658 -5.902
H 0.009 -3.222 0.906
H 2.004 2.496 0.371
H 3.441 -0.979 -6.289
H 2.057 -2.346 -3.932
H 0.187 0.124 3.631
H -4.096 -2.047 -2.073
H 2.024 3.063 2.696
H -4.528 -0.775 3.279
H 4.627 1.958 -5.154
H 1.497 -2.200 -5.584
H 2.868 -3.258 -5.218
H 2.283 1.701 -6.169
H -2.120 0.880 4.407
H -1.871 2.414 5.291
H 3.200 2.451 -0.930
H 3.296 4.079 5.154
H 2.311 0.158 -0.461
H 4.333 -1.364 -4.836
H -0.864 -2.479 -1.192
H 1.573 3.700 5.434
H -4.149 -4.445 -2.689
H 1.894 3.297 -5.579
H 4.160 3.575 -4.654
H 1.570 3.019 -1.270
H 0.672 0.743 -0.717
H 0.663 -1.592 0.689
H -4.784 -2.394 3.927
H -1.293 -0.901 -0.584
H -3.179 -4.294 -1.242
H 3.475 2.552 3.525
H -1.163 2.064 2.700
H -5.708 -2.732 -1.949
H -6.961 -1.399 3.308
H -4.822 -4.867 -1.096
H -0.722 1.059 5.433
H -6.404 -1.131 1.654
H -6.611 -2.774 2.241
H 3.158 3.072 -6.812
H -0.137 3.111 3.762
H -0.672 -1.889 1.807
*
```



4.
Computed, not measured: a structure of composition C18H40IrN5P3S, with the ωB97M-V functional and the def2-TZVPD basis.

Summary:
* Kohn-Sham gap (alpha / beta): 7.5 / 4.7 eV
* E_LUMO (alpha / beta): -0.43654 / -0.60247 Eh
* <S²>: 8.78
* relative energy (zero: lowest compared OMol25 entry of this formula, charge and spin): 35.1 kcal per mole

```
! RIJCOSX wB97M-V def2-TZVPD def2/J DEFGRID3
* xyz 4 6
Ir -0.181 0.421 0.317
S 1.511 -0.831 -2.249
P 1.596 1.653 1.046
P -1.138 2.096 -0.675
P -1.400 0.688 2.288
N 1.918 -3.900 2.646
N 0.884 -3.149 2.153
N 0.072 -1.540 1.037
N -0.012 -3.764 1.325
N 1.013 -1.835 1.974
C -0.564 -2.703 0.743
C -0.679 -2.305 -2.210
C 0.716 -2.379 -2.030
C 1.323 2.913 2.352
C -0.572 2.300 -2.382
C -2.929 1.737 -0.853
C 1.393 -3.606 -1.970
C 2.883 0.595 1.801
C -0.684 -4.649 -2.690
C -2.217 2.262 2.798
C 2.486 2.521 -0.263
C 0.660 -4.760 -2.289
C -2.796 -0.484 2.296
C 1.760 0.255 -4.417
C -1.037 3.792 -0.071
C 0.593 -0.448 -3.761
C -0.473 0.233 3.810
C -1.357 -3.416 -2.681
H 1.138 -5.742 -2.235
H -3.076 0.828 -1.454
H 1.816 2.910 -1.036
H 0.886 3.829 1.933
H -1.375 -2.824 0.033
H -1.242 -5.546 -2.979
H -3.152 -0.661 1.277
H 3.191 1.821 -0.726
H 2.470 -3.617 -1.729
H -2.820 2.686 1.985
H -0.270 0.179 -3.666
H -0.027 4.186 -0.207
H -1.320 3.857 0.980
H -1.179 -0.279 4.471
H 3.055 3.358 0.165
H -1.477 2.999 3.136
H 2.642 -0.055 -3.808
H -1.172 -1.326 -2.104
H -2.885 2.014 3.638
H 0.669 2.534 3.148
H -1.153 3.045 -2.934
H 2.427 -0.323 2.199
H 3.389 1.150 2.606
H 2.303 -3.467 3.476
H 3.596 0.321 1.011
H -0.739 1.327 -2.825
H -3.412 2.585 -1.359
H 0.491 2.539 -2.459
H -2.381 -3.304 -3.021
H 0.329 -1.389 -4.262
H -1.736 4.392 -0.665
H -3.393 1.581 0.129
H -2.465 -1.433 2.728
H 1.680 1.353 -4.444
H 0.342 -0.456 3.575
H 1.851 -0.103 -5.452
H 2.302 3.147 2.797
H -0.066 1.110 4.319
H -3.613 -0.079 2.903
H 1.603 -4.844 2.813
*
```



5.
Computed, not measured: a structure of composition C18H40IrN5P3Se, with the ωB97M-V functional and the def2-TZVPD basis.

Summary:
* Kohn-Sham gap (alpha / beta): 4.4 / 3.2 eV
* E_LUMO (alpha / beta): -0.46482 / -0.62268 Eh
* <S²>: 8.79
* relative energy (zero: lowest compared OMol25 entry of this formula, charge and spin): 5.3 kcal per mole

```
! RIJCOSX wB97M-V def2-TZVPD def2/J DEFGRID3
* xyz 4 6
Ir -0.064 -0.568 0.444
Se 2.045 1.425 -2.279
P -1.911 -0.645 -0.897
P -1.516 -0.707 2.338
P 1.085 -2.570 0.504
N 1.456 0.243 1.671
N 3.282 0.646 4.571
N 3.140 1.564 2.338
N 2.872 0.567 3.238
N 1.821 -0.184 2.915
C -3.272 -0.134 2.416
C 2.283 2.489 -4.892
C 2.270 3.541 -5.813
C 1.752 2.691 -3.570
C -1.128 2.188 0.904
C 1.990 -3.039 2.031
C -1.695 -2.471 2.855
C 2.253 1.284 1.385
C -0.959 0.070 3.902
C 1.702 4.805 -5.490
C 1.082 3.929 -3.284
C -1.473 -0.957 -2.670
C -3.017 -2.118 -0.535
C 1.114 4.976 -4.209
C -0.398 2.217 -0.247
C 0.028 -3.965 -0.058
C 2.341 -2.374 -0.826
C -3.212 0.687 -1.118
H -0.722 -2.980 2.869
H -3.758 -2.197 -1.352
H -0.969 1.162 3.804
H 2.975 -3.257 -0.890
H -0.729 -0.208 -2.978
H 2.264 1.824 0.436
H -3.917 -0.601 1.663
H 1.388 -2.831 2.936
H 2.916 -2.436 2.092
H -2.213 2.161 0.935
H -0.738 2.064 -1.270
H 2.743 3.393 -6.789
H -3.955 0.321 -1.862
H -2.115 -2.489 3.872
H 0.035 -1.614 -0.758
H -3.737 0.919 -0.171
H -3.312 0.957 2.312
H -0.803 -4.160 0.632
H 0.612 4.040 -2.294
H 0.695 5.946 -3.934
H 1.875 -2.206 -1.801
H -0.655 2.401 1.861
H 0.061 -0.251 4.129
H -1.613 -0.223 4.735
H 1.700 5.631 -6.219
H 4.179 1.123 4.576
H -0.381 -3.739 -1.054
H 2.274 -4.109 2.032
H 0.631 -4.878 -0.131
H 3.272 -0.251 5.051
H 0.626 2.586 -0.231
H 2.736 1.516 -5.137
H -2.377 -3.012 2.186
H -3.564 -2.018 0.417
H -2.370 -0.885 -3.308
H -2.420 -3.044 -0.509
H -2.736 1.604 -1.507
H 2.929 -1.482 -0.606
H -3.646 -0.403 3.417
H -1.050 -1.967 -2.779
*
```



6.
Computed, not measured: a structure of composition C18H40MgOP2Si, with the ωB97M-V functional and the def2-TZVPD basis.

Summary:
* Kohn-Sham gap: 6.4 eV
* E_LUMO: -0.00536 Eh

```
! RIJCOSX wB97M-V def2-TZVPD def2/J DEFGRID3
* xyz 0 1
P -2.482 1.786 -3.458
P 0.005 1.053 -4.422
Si 0.047 1.441 1.326
Mg -0.290 2.258 -1.973
O -0.385 2.077 -0.069
C -1.067 1.448 -5.921
C -2.824 -3.326 -2.896
C -0.541 -1.436 -1.726
C 0.394 -2.679 -3.701
C 1.204 -0.031 1.076
C -2.562 -2.935 -1.639
C 1.420 0.343 -5.377
C -3.808 3.015 -3.226
C -1.252 -2.568 -0.999
C 0.596 -1.933 -2.603
C 2.120 2.315 -1.580
C 1.007 2.391 2.647
C -1.929 -3.800 -3.997
C -1.433 0.824 2.312
C -2.330 2.088 -5.354
C 0.649 2.786 -4.083
C -0.421 -3.932 -3.669
C -3.678 0.370 -3.784
H 2.164 1.986 -0.508
H -4.148 -0.018 -2.873
H -1.727 -0.181 1.989
H -1.297 0.750 3.395
H -3.430 4.036 -3.262
H 1.710 2.637 -3.819
H 0.504 3.340 -5.012
H 1.726 -0.252 2.015
H -4.492 0.745 -4.433
H -0.597 -3.440 -0.988
H 0.898 1.802 3.566
H 1.324 -0.726 -5.623
H 1.971 0.112 0.310
H 0.133 3.438 -3.338
H 1.459 -1.267 -2.519
H -3.206 1.626 -5.815
H -0.172 -0.661 -0.993
H 0.636 -0.932 0.820
H -0.456 2.169 -6.473
H -3.859 -3.539 -3.185
H -1.293 0.592 -6.596
H -1.451 -2.252 0.044
H 0.009 -4.563 -4.458
H 2.348 0.470 -4.794
H -3.404 -2.780 -0.972
H 1.925 3.433 -1.638
H 1.509 0.921 -6.310
H -2.278 1.504 2.162
H 0.714 -2.350 -4.731
H -2.403 3.164 -5.572
H 0.599 3.377 2.892
H -1.205 -0.824 -2.394
H -2.116 -3.295 -4.954
H -2.287 -4.816 -4.240
H -4.539 2.869 -4.033
H -0.374 -4.414 -2.680
H -4.288 2.833 -2.256
H 3.010 2.045 -2.188
H 2.087 2.483 2.495
H -3.198 -0.462 -4.313
*
```



| no. | F_max (eV/Å) | calculated total energy (a.u.) |
| --- | --- | --- |
| 1 | 1.95 | -3212.9378 |
| 2 | 7.73 | -4808.4563 |
| 3 | 5.87 | -2399.4386 |
| 4 | 5.04 | -2508.4302 |
| 5 | 2.89 | -4511.6819 |
| 6 | 3.67 | -1957.2689 |